Formula: C18H17ClFNO4
Source: OMol25
Level of theory: ωB97M-V/def2-TZVPD

Structure (XYZ):
```
42
Properties=species:S:1:pos:R:3:forces:R:3
C -8.373 -1.225 1.412 0.2 0.0 -0.4
C -8.122 -1.140 -0.091 -0.4 0.1 0.2
O -6.826 -1.576 -0.452 0.3 -0.1 -0.1
C -5.755 -0.769 -0.252 0.3 0.0 -0.1
C -5.795 0.539 0.223 -0.3 -0.1 0.0
C -4.623 1.258 0.358 0.3 0.0 0.0
C -3.389 0.698 0.048 -0.4 0.0 -0.1
C -2.179 1.544 0.211 0.2 -0.1 0.2
O -2.207 2.758 0.136 -0.1 0.2 0.0
N -1.035 0.870 0.513 0.3 -0.3 0.0
C 0.242 1.529 0.489 0.0 0.1 0.0
C 1.180 0.834 -0.481 -0.3 0.1 0.2
O 0.940 -0.221 -1.009 0.1 -0.1 -0.1
O 2.296 1.535 -0.657 0.0 0.4 0.1
C 3.284 0.969 -1.527 0.2 -0.3 -0.3
C 4.064 -0.116 -0.834 -0.1 0.3 0.0
C 3.865 -1.452 -1.162 0.2 0.1 0.1
C 4.554 -2.461 -0.515 0.2 -0.1 0.1
C 5.452 -2.115 0.478 -0.1 0.2 -0.1
F 6.133 -3.083 1.117 0.0 0.1 0.0
C 5.672 -0.799 0.842 0.0 -0.1 0.0
C 4.968 0.194 0.181 -0.1 -0.5 -0.2
Cl 5.228 1.836 0.638 0.1 0.2 0.1
C -3.352 -0.607 -0.443 -0.1 0.2 0.1
C -4.517 -1.326 -0.592 -0.2 -0.1 0.0
H -9.397 -0.932 1.629 -0.1 0.0 0.1
H -7.695 -0.574 1.958 0.0 0.1 0.1
H -8.218 -2.245 1.753 0.0 -0.1 0.1
H -8.306 -0.124 -0.462 0.0 -0.1 0.0
H -8.793 -1.824 -0.618 0.1 0.2 0.0
H -6.729 1.013 0.482 -0.1 0.0 0.0
H -4.649 2.277 0.714 0.0 0.1 0.0
H -1.014 -0.136 0.446 -0.1 0.1 0.0
H 0.081 2.569 0.188 0.1 -0.2 0.1
H 0.713 1.528 1.481 0.0 0.1 -0.2
H 3.930 1.806 -1.798 -0.2 -0.1 0.0
H 2.788 0.566 -2.415 0.1 0.1 0.1
H 3.147 -1.701 -1.928 -0.1 0.0 -0.1
H 4.402 -3.497 -0.767 0.0 -0.1 0.0
H 6.375 -0.559 1.623 0.1 0.0 0.1
H -2.419 -1.059 -0.747 0.1 -0.1 0.0
H -4.504 -2.332 -0.982 0.0 -0.1 -0.1
```
Positions in Å, forces in eV/Å.

The structure (SMILES) is CCOc1ccc(C(=O)NCC(=O)OCc2ccc(F)cc2Cl)cc1. The net charge is 0. As for the frontier orbital gap: 9.34 eV.

***

Formula: C18H17F6N6OPdS2Se
Source: OMol25
Level of theory: ωB97M-V/def2-TZVPD

Structure (XYZ):
```
52
Properties=species:S:1:pos:R:3:forces:R:3
Pd 0.254 0.429 0.076 -0.5 0.2 0.0
N 0.837 3.268 -2.069 0.1 -0.1 -0.1
C -0.417 2.895 -1.765 -0.2 -0.2 0.0
N -0.755 1.774 -1.151 0.2 0.3 0.2
C -2.146 1.633 -1.107 0.1 -0.1 0.1
C -2.840 2.656 -1.632 0.0 0.0 -0.1
S -1.764 3.843 -2.265 0.0 0.0 0.0
C -2.638 0.388 -0.539 0.0 0.1 0.0
C -3.898 -0.074 -0.475 0.0 0.0 0.0
S -3.915 -1.639 0.256 0.0 0.0 0.0
C -2.193 -1.580 0.424 0.0 0.0 0.0
N -1.665 -0.457 -0.028 0.2 0.0 -0.2
N -1.479 -2.585 0.918 0.0 0.0 0.1
H 1.583 2.806 -1.579 0.0 0.1 0.1
H 1.009 4.204 -2.392 0.0 0.0 0.0
H -3.907 2.771 -1.714 0.0 0.0 0.0
H -4.805 0.392 -0.818 0.0 0.0 0.0
H -1.926 -3.347 1.396 0.0 0.0 0.0
H -0.510 -2.355 1.129 0.1 0.0 0.0
C 2.498 -0.818 2.961 0.0 0.0 0.0
C 2.049 -1.553 1.697 -0.1 0.1 0.1
O 0.839 -1.093 1.206 0.2 -0.2 0.0
C 3.181 -1.564 0.608 -0.1 -0.1 0.0
F 2.676 -1.324 -0.620 0.0 0.0 0.0
F 4.108 -0.613 0.840 0.0 0.1 0.0
F 3.848 -2.715 0.524 0.0 0.0 0.0
C 1.773 -3.027 2.099 -0.1 0.0 0.0
F 1.415 -3.770 1.039 0.0 0.0 0.0
F 0.744 -3.067 2.966 0.0 0.0 0.0
F 2.809 -3.618 2.695 0.0 0.0 0.0
H 2.847 0.178 2.717 0.0 0.0 0.0
H 3.287 -1.354 3.488 0.0 0.0 0.0
H 1.628 -0.733 3.609 0.0 0.0 0.0
C 4.914 3.275 1.419 0.0 0.0 0.0
N 4.635 2.491 0.227 0.0 0.0 -0.1
C 3.458 1.949 -0.113 0.0 -0.1 0.0
Se 1.887 2.083 0.886 0.0 -0.1 -0.1
N 3.612 1.319 -1.289 0.0 0.1 -0.1
C 4.936 1.415 -1.712 0.0 -0.1 0.0
C 5.604 0.894 -2.809 0.0 0.0 0.0
C 6.952 1.191 -2.906 0.0 0.0 0.0
C 7.603 1.977 -1.947 0.0 0.0 0.0
C 6.933 2.488 -0.850 0.0 0.0 0.0
C 5.584 2.180 -0.753 0.0 0.0 0.1
H 4.095 3.154 2.123 0.0 0.0 0.0
H 5.023 4.327 1.162 0.0 0.0 0.0
H 5.834 2.911 1.873 0.0 0.0 0.0
H 2.901 0.730 -1.694 0.0 -0.1 0.1
H 5.102 0.286 -3.548 0.0 0.0 0.0
H 7.518 0.804 -3.742 0.0 0.0 0.0
H 8.657 2.187 -2.066 0.0 0.0 0.0
H 7.437 3.095 -0.111 0.0 0.0 0.0
```
Positions in Å, forces in eV/Å.

The net charge is +1. As for the frontier orbital gap: 7.50 eV.

***

Formula: C18H17FN4S
Source: OMol25
Level of theory: ωB97M-V/def2-TZVPD

Structure (XYZ):
```
41
Properties=species:S:1:pos:R:3:forces:R:3
F 2.236 -0.538 -5.473 0.2 -0.2 -0.3
C 0.927 -0.297 -5.412 -2.4 0.0 0.3
C 0.045 -0.694 -6.433 0.5 -0.1 -0.2
C -1.339 -0.446 -6.381 0.5 -0.4 -0.1
C -1.887 0.177 -5.269 0.6 0.3 0.0
C -1.010 0.546 -4.245 -0.2 -0.1 0.2
C 0.384 0.275 -4.262 -0.5 0.3 -0.1
C 1.215 0.598 -3.037 0.2 0.0 -0.7
S 0.537 -0.409 -1.670 0.2 0.3 -0.1
C 1.473 0.377 -0.435 -0.1 0.0 0.4
N 1.624 1.675 -0.339 -0.3 -0.4 -0.3
N 2.367 1.930 0.773 0.2 0.0 0.3
C 2.652 0.802 1.332 -0.1 -1.6 -0.5
N 2.120 -0.273 0.581 0.3 -0.1 0.8
N 2.268 -1.684 0.863 1.4 1.8 0.1
C 1.188 -2.350 1.533 -1.3 1.1 0.9
C 0.694 -1.505 2.689 -2.5 0.5 -0.3
C -0.570 -0.947 2.629 3.2 -0.5 0.6
C -1.108 -0.020 3.627 -0.3 -0.1 0.1
C -2.447 0.319 3.473 -0.1 1.0 0.7
C -3.083 1.234 4.297 0.7 0.0 1.1
C -2.366 1.795 5.367 0.3 -0.8 -0.2
C -1.040 1.394 5.600 0.0 -0.2 -1.0
C -0.395 0.524 4.697 -1.3 0.7 0.3
H 0.485 -1.248 -7.257 -0.2 0.2 -0.1
H -2.013 -0.767 -7.184 0.6 0.0 0.2
H -2.966 0.377 -5.239 0.6 0.0 0.2
H -1.466 1.039 -3.378 0.5 -0.2 -0.1
H 1.191 1.679 -2.862 -0.3 -0.4 0.5
H 2.274 0.312 -3.117 -0.4 0.1 -0.3
H 3.240 0.667 2.223 0.0 -0.1 0.0
H 2.538 -2.203 0.049 0.3 0.4 -0.6
H 0.376 -2.502 0.826 -0.5 -0.3 0.1
H 1.529 -3.299 1.931 0.3 -0.3 -0.3
H 1.348 -1.377 3.570 -0.4 0.0 -0.6
H -1.197 -1.099 1.760 0.1 -0.2 -0.1
H -2.988 -0.076 2.662 -0.6 -0.6 -0.9
H -4.140 1.457 4.224 0.1 0.1 -0.4
H -2.871 2.477 6.035 0.1 0.1 0.1
H -0.466 1.766 6.441 -0.2 0.1 0.0
H 0.641 0.314 4.812 0.7 -0.2 0.2
```
Positions in Å, forces in eV/Å.

The structure (SMILES) is Fc1ccccc1CSc1nncn1NC/C=C/c1ccccc1. The net charge is 0. As for the frontier orbital gap: 9.02 eV.

***

no.,highest occupied orbital energy (eV)
1,-8.6
2,-10.8
3,-8.6